Entry from OMol25: a structure of composition C23H22I2N9O2RuS (wB97M-V/def2-TZVPD).

The geometry in ORCA input format:
```
! RIJCOSX wB97M-V def2-TZVPD def2/J DEFGRID3
* xyz 0 6
Ru 0.56264 0.74726 1.20496
N 1.05687 -1.85174 4.82053
C 0.67137 -1.24912 3.67497
S 0.33307 0.44339 3.72646
N 0.54576 -2.06964 2.63031
N 0.38588 -1.48230 1.45845
C -0.27356 -2.36116 0.52253
C 0.19877 -2.14492 -0.88927
C 0.65736 -3.25120 -1.59956
C 1.19359 -3.14313 -2.87492
C 1.24606 -1.87737 -3.46404
C 0.80251 -0.76380 -2.78237
C 0.28675 -0.85074 -1.46873
O -0.08342 0.22722 -0.83944
H 0.99108 -1.34419 5.68349
H 1.10499 -2.85673 4.83124
H -0.09155 -3.39462 0.82204
H 0.59783 -4.22581 -1.12885
H 1.52252 -4.02362 -3.41078
H 1.63140 -1.76658 -4.47172
H 0.84609 0.22095 -3.23139
I -5.30466 0.08457 -3.79887
C -4.14143 -0.69783 -2.25574
C -3.72565 -2.01591 -2.31101
C -2.94401 -2.51522 -1.27897
I -2.60099 -4.56823 -1.21865
C -2.51489 -1.69962 -0.23104
O -1.71915 -2.18117 0.75986
C -3.03859 -0.40591 -0.13246
C -2.81864 0.45740 1.08342
N -1.75276 1.44519 0.88797
C -1.93724 2.67756 1.63118
C -0.79293 3.63051 1.36983
C -0.91345 4.99097 1.62330
C 0.17268 5.81430 1.39202
C 1.34986 5.26144 0.90600
C 1.38642 3.90025 0.67565
N 0.33844 3.10319 0.90039
C -3.84083 0.08438 -1.15372
H -4.02406 -2.65921 -3.12617
H -2.57219 -0.16039 1.94842
H -3.76624 0.97044 1.29277
H -1.61946 1.62817 -0.10331
H -1.96102 2.43581 2.69913
H -2.88522 3.17936 1.39250
H -1.84903 5.38692 1.99611
H 0.10336 6.87675 1.58590
H 2.22220 5.86849 0.71087
H 2.28072 3.41242 0.30937
H -4.24079 1.08829 -1.07521
N 3.35101 -1.77378 -0.61021
C 4.17536 -0.87557 -1.15407
N 4.83409 -1.21426 -2.27859
N 4.43563 0.31832 -0.63093
C 3.64976 0.66193 0.35318
N 2.93720 0.95255 1.22647
H 2.92586 -2.48108 -1.19717
H 2.77896 -1.47478 0.16997
H 4.54082 -2.01986 -2.80291
H 5.29485 -0.46850 -2.76920
*
```

Results
E_HOMO (spin up / spin down), eV: -6.48 / -7.48
DFT total energy, Ha: -2621.39320
Energy relative to the best compared isomer or geometry (same formula, charge and spin), kJ/mol: 13.2
⟨S²⟩: 8.77